1.
DFT (ωB97M-V with the def2-TZVPD basis set) results for an isolated molecule of C5H9NO.

XYZ file:
```
16
Properties=species:S:1:pos:R:3:forces:R:3
C -1.052 -1.976 0.023 -0.01 -0.02 -0.03
C 0.402 -1.581 0.202 0.18 -0.14 0.00
O 1.279 -2.399 0.392 -0.38 0.32 -0.10
C 0.757 -0.118 0.153 0.26 -0.17 -0.03
C 0.100 0.858 1.075 -0.10 0.07 0.26
N -0.229 0.830 -0.326 -0.05 0.07 -0.03
C 0.254 1.931 -1.140 0.08 0.11 -0.09
H -1.099 -2.815 -0.679 0.04 0.16 0.14
H -1.452 -2.335 0.979 0.10 0.10 -0.14
H -1.658 -1.141 -0.343 0.14 -0.20 0.12
H 1.813 0.072 -0.067 -0.28 -0.08 0.04
H 0.730 1.663 1.455 -0.09 -0.11 -0.12
H -0.685 0.532 1.756 0.13 0.01 -0.11
H -0.425 2.781 -1.015 0.13 -0.13 -0.08
H 0.251 1.625 -2.191 0.00 0.08 0.15
H 1.275 2.255 -0.875 -0.16 -0.07 0.02
```
Forces are in eV/Å.

Calculated values
Lowest unoccupied orbital energy, eV: 0.96
Kohn-Sham gap, eV: 10.3018

Formally, the Mulliken partial charges of the atoms, in units of the elementary charge, are as follows:
1. C -0.99
2. C 0.19
3. O -0.56
4. C 0.13
5. C -0.39
6. N -0.22
7. C -0.85
8. H 0.34
9. H 0.25
10. H 0.31
11. H 0.38
12. H 0.28
13. H 0.23
14. H 0.28
15. H 0.30
16. H 0.32

***

2.
DFT (ωB97M-V with the def2-TZVPD basis set) results for a 2-piece molecular cluster, C5H9NO overall.

XYZ file:
```
16
Properties=species:S:1:pos:R:3:forces:R:3
C -1.142 -0.860 0.958 -1.30 1.65 -0.05
C -2.648 0.615 -0.380 -0.72 0.25 1.04
C 1.356 0.617 -0.048 0.32 -0.20 -0.40
C 0.748 -0.115 -1.209 -0.70 0.59 -0.83
C 1.866 -0.208 1.104 1.94 1.22 -1.33
N -1.989 -0.280 0.293 -0.54 1.21 0.16
O 1.332 1.822 -0.027 0.12 0.34 0.18
H -1.091 -1.882 1.204 -0.28 -1.36 -0.21
H -2.280 0.936 -1.347 0.07 -0.43 -0.05
H -3.537 1.231 0.029 1.69 -1.55 -0.28
H 1.251 -1.041 -1.470 0.24 0.05 -0.19
H 0.686 0.628 -2.026 0.26 -0.67 0.10
H -0.294 -0.379 -0.982 0.73 0.09 -0.19
H 2.181 -1.199 0.751 0.25 0.33 0.32
H 0.907 -0.310 1.523 -0.87 -0.32 1.89
H 2.654 0.425 1.625 -1.22 -1.22 -0.18
```
Forces are in eV/Å.

Calculated values
Lowest unoccupied orbital energy, eV: 0.80
Kohn-Sham gap, eV: 9.0828

Formally, the Mulliken partial charges of the atoms, in units of the elementary charge, are as follows:
1. C -0.31
2. C -0.30
3. C 0.92
4. C -1.03
5. C -0.84
6. N -0.11
7. O -0.57
8. H 0.25
9. H 0.23
10. H 0.23
11. H 0.36
12. H 0.28
13. H 0.09
14. H 0.28
15. H 0.20
16. H 0.32

***

3.
DFT (ωB97M-V with the def2-TZVPD basis set) results for an isolated molecule of C5H9NO.

XYZ file:
```
16
Properties=species:S:1:pos:R:3:forces:R:3
C -0.684 -1.192 2.132 -0.15 0.55 0.33
C -0.677 -0.219 1.261 1.82 4.48 0.95
O -0.389 1.451 1.540 -1.47 -1.89 2.19
C -0.065 0.231 0.045 0.61 -4.80 -3.41
C -0.887 1.020 -0.949 0.38 0.31 0.33
N 0.966 -0.522 -0.244 -1.36 0.68 0.30
C 1.417 -0.630 -1.607 0.56 0.76 -0.20
H -0.393 -2.185 1.822 -0.36 -0.09 -0.23
H -0.858 -0.995 3.181 -0.07 -0.06 -0.02
H 0.168 1.400 2.329 0.06 0.19 0.01
H -1.657 1.591 -0.438 -0.05 -0.05 -0.04
H -1.346 0.354 -1.680 0.09 -0.07 0.00
H -0.239 1.726 -1.465 -0.04 -0.02 -0.13
H 0.728 -1.235 -2.208 -0.05 0.01 0.14
H 2.386 -1.131 -1.604 -0.03 0.05 -0.14
H 1.528 0.337 -2.115 0.06 -0.06 -0.08
```
Forces are in eV/Å.

Calculated values
Lowest unoccupied orbital energy, eV: 0.68
Kohn-Sham gap, eV: 9.4246

Formally, the Mulliken partial charges of the atoms, in units of the elementary charge, are as follows:
1. C -0.71
2. C 0.06
3. O -0.60
4. C 1.30
5. C -1.33
6. N -0.62
7. C -0.85
8. H 0.27
9. H 0.27
10. H 0.30
11. H 0.39
12. H 0.33
13. H 0.35
14. H 0.29
15. H 0.29
16. H 0.27

***

DFT total energy, respectively: -8867.2282, -8864.6419, -8864.4372 eV.
Relative energy (zero: lowest compared OMol25 entry of this formula, charge and spin), respectively: 1.984, 4.571, 4.775 eV.